Density functional theory data (ωB97M-V/def2-TZVPD) for C41H57InN7SSbSeSi3Te as an isolated structure in a non-equilibrium geometry.

Cartesian coordinates (Å):
In  1.0140  1.0259  0.7939
N  0.6176  1.2104  3.7764
N  1.8649  0.9983  4.3576
C  2.9992  1.4126  3.7598
N  4.0702  1.4781  4.5418
S  3.1483  1.8202  2.1242
H  0.1831  1.9959  4.2439
H  0.0477  0.3850  3.9343
H  1.8821  0.8260  5.3517
H  4.0366  1.3111  5.5355
H  4.9583  1.7141  4.1285
C  -0.6795  -1.5882  -3.1561
Sb  -0.5955  -1.1377  -1.0500
C  0.4758  0.7758  -1.3993
C  -0.1984  2.0266  -1.9312
C  -1.2298  2.7673  -1.3545
C  -1.7414  3.8650  -2.0244
C  -1.2517  4.1954  -3.2751
C  -0.2178  3.4289  -3.7823
N  0.3159  2.3989  -3.1176
Si  2.2310  0.5478  -2.2004
C  3.0359  -0.8756  -1.2941
C  3.2689  2.0538  -1.8064
C  2.3386  0.1208  -4.0027
C  -2.7154  -0.8464  -0.5362
C  -2.8846  0.1649  0.5732
C  -4.1978  0.4904  0.9711
C  -4.4544  1.3686  1.9962
C  -3.3830  1.9417  2.6651
C  -2.1300  1.5632  2.2610
N  -1.8423  0.7021  1.2627
Si  -3.1061  -2.5466  0.3318
C  -2.3939  -4.0133  -0.5887
C  -2.3465  -2.4947  2.0409
C  -4.9298  -2.8641  0.5088
Si  -3.8537  -0.6141  -2.0771
C  -3.3250  0.8491  -3.0974
C  -3.7934  -2.1932  -3.0784
C  -5.6587  -0.2817  -1.7295
H  0.2467  -1.2181  -3.5922
H  -1.5189  -1.1093  -3.6459
H  -0.7404  -2.6671  -3.3063
H  -1.6159  2.5013  -0.3885
H  -2.5349  4.4538  -1.5758
H  -1.6457  5.0334  -3.8363
H  0.2228  3.6582  -4.7472
H  3.2954  -0.6311  -0.2585
H  3.9738  -1.1350  -1.8007
H  2.4114  -1.7730  -1.2881
H  3.0443  2.4886  -0.8249
H  3.1497  2.8457  -2.5508
H  4.3240  1.7612  -1.7978
H  2.2084  -0.9526  -4.1733
H  3.3529  0.3773  -4.3365
H  1.6252  0.6730  -4.6134
H  -5.0216  0.0257  0.4528
H  -5.4749  1.6098  2.2717
H  -3.5186  2.6571  3.4667
H  -1.2812  2.0027  2.7473
H  -1.4732  -3.8148  -1.1479
H  -3.1292  -4.4249  -1.2880
H  -2.1543  -4.7935  0.1455
H  -1.2799  -2.7401  1.9966
H  -2.8313  -3.2508  2.6709
H  -2.4689  -1.5243  2.5346
H  -5.4102  -3.0044  -0.4641
H  -5.4692  -2.0871  1.0585
H  -5.0449  -3.8006  1.0686
H  -2.2587  0.8839  -3.3325
H  -3.5890  1.7793  -2.5873
H  -3.8799  0.8262  -4.0447
H  -2.9322  -2.8251  -2.8652
H  -3.7713  -1.9550  -4.1478
H  -4.6974  -2.7869  -2.8986
H  -5.8420  0.7429  -1.3934
H  -6.1215  -0.9727  -1.0234
H  -6.1776  -0.4044  -2.6878
Se  0.4244  4.2009  2.7878
N  0.7741  3.6580  1.1159
C  1.0999  4.7564  0.4412
C  1.4935  4.8171  -0.9344
C  1.7984  6.0197  -1.4683
C  1.7464  7.2461  -0.7095
C  1.3871  7.2533  0.5880
C  1.0538  6.0017  1.2108
N  0.7068  5.9004  2.4750
H  1.5434  3.9158  -1.5210
H  2.0900  6.0711  -2.5121
H  2.0102  8.1757  -1.1988
H  1.3469  8.1617  1.1762
Te  1.6131  -1.8490  2.1902
C  1.0353  -3.7476  1.4863
C  0.6686  -4.6734  2.4575
C  0.3444  -5.9689  2.0727
C  0.3898  -6.3311  0.7319
C  0.7521  -5.3971  -0.2320
C  1.0684  -4.0966  0.1412
C  3.6992  -2.1884  2.1185
C  4.2752  -2.9092  1.0816
C  5.6465  -3.1323  1.0887
C  6.4358  -2.6352  2.1186
C  5.8508  -1.9229  3.1561
C  4.4801  -1.7023  3.1600
H  0.6408  -4.3973  3.5044
H  0.0625  -6.6958  2.8252
H  0.1452  -7.3453  0.4378
H  0.7857  -5.6776  -1.2789
H  1.3401  -3.3726  -0.6106
H  3.6741  -3.3079  0.2754
H  6.0979  -3.6996  0.2837
H  7.5039  -2.8166  2.1203
H  6.4610  -1.5572  3.9741
H  4.0233  -1.1857  3.9935

Results
**Relative energy (zero: lowest compared OMol25 entry of this formula, charge and spin)**: 6.8 kcal per mole
**Maximum force**: 1.13 eV Å⁻¹
**Total charge**: +2


Density functional theory data (ωB97M-V/def2-TZVPD) for a 7-piece molecular cluster, C41H57N3O19 overall.

Cartesian coordinates (Å):
N  5.0269  -4.1188  2.4744
C  4.2487  -4.2461  1.6407
C  3.3368  -4.4223  0.5057
C  3.2948  -3.1902  -0.4551
C  3.8584  -1.9846  0.1805
N  4.4565  -1.1110  0.6263
C  4.0849  -3.5200  -1.7405
C  5.5540  -3.9298  -1.5315
C  6.5023  -3.1887  -2.4970
C  6.5241  -1.6643  -2.3092
C  6.3119  -0.8484  -3.5983
N  5.1869  -1.3764  -4.3974
C  1.8297  -2.8932  -0.8801
C  0.8984  -2.5092  0.2590
O  0.4413  -3.3843  0.9624
C  0.4684  -1.0866  0.4784
C  -0.8273  -0.7608  0.0674
C  -1.3465  0.5064  0.2466
C  -0.5584  1.4848  0.8643
C  0.7309  1.1706  1.2578
C  1.2446  -0.1104  1.0742
H  3.6468  -5.3103  -0.0427
H  2.3505  -4.6271  0.9264
H  4.0036  -2.6957  -2.4505
H  3.5542  -4.3639  -2.1913
H  5.8976  -3.7950  -0.5038
H  5.6628  -4.9930  -1.7592
H  7.5076  -3.5668  -2.2925
H  6.2336  -3.4866  -3.5105
H  5.7161  -1.3735  -1.6363
H  7.4458  -1.3523  -1.8165
H  6.0192  0.1534  -3.2805
H  7.2309  -0.7887  -4.1829
H  4.5281  -0.6451  -4.6154
H  5.5209  -1.7975  -5.2511
H  1.8303  -2.1639  -1.6901
H  1.4363  -3.8307  -1.2815
H  -1.4499  -1.5185  -0.3967
H  -2.3572  0.7233  -0.0600
H  -0.9685  2.4745  1.0172
H  1.3449  1.9325  1.7228
H  2.2524  -0.3191  1.4057
C  -2.0384  -2.5704  -4.7749
C  -3.0263  -1.4918  -4.4188
C  -2.9461  -0.2316  -5.2483
O  -3.4545  0.7570  -4.3329
C  -3.2018  0.3135  -3.0793
O  -3.3408  0.9598  -2.0881
O  -2.7709  -0.9626  -3.0995
H  -2.0258  -3.3395  -4.0031
H  -2.3097  -3.0330  -5.7230
H  -1.0273  -2.1657  -4.8542
H  -4.0382  -1.8962  -4.4191
H  -3.5540  -0.2623  -6.1486
H  -1.9192  0.0363  -5.5084
C  -2.9466  1.5254  3.6481
C  -3.9324  2.5956  4.0370
C  -3.8585  3.8740  3.2371
O  -4.3801  4.8348  4.1708
C  -4.1195  4.3741  5.4198
O  -4.2566  5.0060  6.4157
O  -3.6817  3.0920  5.3675
H  -2.9256  0.7377  4.4018
H  -3.2178  1.0893  2.6877
H  -1.9360  1.9284  3.5725
H  -4.9484  2.1894  4.0266
H  -4.4633  3.8462  2.3407
H  -2.8347  4.1550  2.9819
C  -5.8040  4.8033  -3.1173
C  -4.9475  4.9976  -1.8934
C  -3.4789  5.2403  -2.1569
O  -2.8754  4.7323  -0.9555
C  -3.7013  3.7815  -0.4615
O  -3.4031  3.0436  0.4251
O  -4.8830  3.7895  -1.1057
H  -6.7880  4.4296  -2.8367
H  -5.9273  5.7475  -3.6473
H  -5.3561  4.0736  -3.7933
H  -5.3628  5.7833  -1.2558
H  -3.2239  6.2881  -2.2963
H  -3.1071  4.6556  -3.0013
C  0.6417  6.0637  1.2073
C  1.1392  6.0480  -0.2154
C  0.6434  4.8999  -1.0613
O  1.6977  4.7589  -2.0233
C  2.8411  5.2075  -1.4445
O  3.9272  5.0713  -1.9013
O  2.5617  5.8319  -0.2722
H  1.2001  6.7882  1.7991
H  -0.4155  6.3280  1.2364
H  0.7727  5.0869  1.6760
H  0.9334  7.0067  -0.7014
H  -0.3020  5.1010  -1.5575
H  0.5639  3.9678  -0.4958
C  -4.5313  -2.6281  -0.1189
C  -5.5607  -2.7708  -1.2096
C  -6.4593  -3.9826  -1.1156
O  -6.8073  -4.2058  -2.4922
C  -5.8010  -3.7173  -3.2491
O  -5.6829  -3.8842  -4.4214
O  -4.9358  -3.0035  -2.4902
H  -3.8081  -1.8567  -0.3828
H  -5.0094  -2.3507  0.8202
H  -3.9826  -3.5599  0.0276
H  -6.1500  -1.8535  -1.2949
H  -7.3547  -3.8181  -0.5222
H  -5.9319  -4.8648  -0.7463
C  5.2839  -3.3402  5.6775
C  4.3044  -2.9573  6.7553
C  4.2770  -1.4917  7.1210
O  3.8274  -1.5286  8.4824
C  4.2022  -2.7246  9.0038
O  4.1406  -3.0071  10.1552
O  4.6564  -3.5442  8.0252
H  5.3884  -4.4227  5.6231
H  4.9512  -2.9791  4.7078
H  6.2725  -2.9267  5.8851
H  3.3008  -3.3106  6.5002
H  3.5944  -0.9027  6.5135
H  5.2712  -1.0395  7.0973

Results
**Maximum force**: 0.76 eV Å⁻¹
**SMILES string**: N#CC[C@@](C#N)(CCCCCN)CC(=O)c1ccccc1.C[C@@H]1COC(=O)O1.C[C@@H]1COC(=O)O1.C[C@@H]1COC(=O)O1.C[C@@H]1COC(=O)O1.C[C@@H]1COC(=O)O1.C[C@@H]1COC(=O)O1


Density functional theory data (ωB97M-V/def2-TZVPD) for C41H59BBaBrN10O3S as an isolated structure.

Cartesian coordinates (Å):
Ba  -0.2923  0.2231  -1.0408
C  -3.2396  2.0790  4.0866
C  -2.9508  2.2917  2.6339
C  -3.6260  3.0825  1.7293
C  -2.9415  2.9146  0.5111
N  -1.9384  2.0553  0.6606
N  -1.9406  1.6942  1.9732
B  -0.8112  0.8675  2.6298
N  0.5672  1.4768  2.2905
N  1.0536  1.6020  1.0272
C  2.1785  2.3012  1.1234
C  2.4257  2.6432  2.4673
C  1.3751  2.1038  3.1759
C  1.1306  2.1779  4.6508
C  3.0613  2.6838  -0.0419
C  3.2449  4.2083  -0.0394
C  2.4656  2.2721  -1.3824
C  4.4277  2.0032  0.1211
N  -0.9791  -0.6451  2.3150
N  -1.5306  -1.1074  1.1639
C  -1.8778  -2.3759  1.3772
C  -1.4948  -2.7616  2.6738
C  -0.9222  -1.6354  3.2303
C  -0.2858  -1.4803  4.5729
C  -2.6910  -3.1653  0.3704
C  -3.2815  -4.4035  1.0485
C  -3.8351  -2.2740  -0.1221
C  -1.8561  -3.6232  -0.8293
C  -3.2397  3.5906  -0.8068
C  -1.9746  4.2869  -1.3238
C  -3.7331  2.5440  -1.8100
C  -4.3344  4.6447  -0.6201
H  -4.1749  2.5755  4.3404
H  -3.3356  1.0176  4.3224
H  -2.4514  2.4874  4.7218
H  -4.4844  3.7014  1.9367
H  -0.9375  0.9783  3.8132
H  3.2552  3.2069  2.8671
H  1.9642  2.7025  5.1174
H  0.2104  2.7192  4.8811
H  1.0494  1.1859  5.0990
H  2.2800  4.7051  -0.1672
H  3.6859  4.5584  0.8973
H  3.9007  4.5078  -0.8633
H  1.4566  2.6785  -1.5128
H  3.0724  2.6656  -2.2018
H  2.4445  1.1874  -1.5077
H  4.9043  2.2915  1.0624
H  4.3105  0.9161  0.1148
H  5.0911  2.2843  -0.7037
H  -1.6203  -3.7186  3.1575
H  -0.3386  -2.4273  5.1091
H  0.7666  -1.1993  4.4704
H  -0.7787  -0.7112  5.1716
H  -3.9048  -4.1292  1.9042
H  -3.8998  -4.9525  0.3329
H  -2.4926  -5.0763  1.3972
H  -4.4592  -1.9480  0.7161
H  -3.4506  -1.3845  -0.6184
H  -4.4584  -2.8177  -0.8378
H  -1.1182  -4.3711  -0.5327
H  -2.5070  -4.0712  -1.5861
H  -1.3281  -2.7917  -1.2973
H  -1.1744  3.5699  -1.5109
H  -2.1802  4.7920  -2.2728
H  -1.6255  5.0251  -0.5935
H  -2.9859  1.7682  -1.9700
H  -4.6462  2.0653  -1.4404
H  -3.9365  2.9989  -2.7839
H  -4.0339  5.4074  0.1039
H  -4.5284  5.1368  -1.5769
H  -5.2696  4.1917  -0.2770
Br  -4.4879  -0.6256  -3.3707
C  -3.0645  -1.6314  -4.1479
C  -3.3204  -2.2625  -5.3541
C  -2.2701  -2.9587  -5.9303
C  -1.0467  -2.9842  -5.2863
C  -0.9044  -2.3123  -4.0805
N  -1.9170  -1.6423  -3.5121
C  0.4722  -2.3353  -3.3939
O  1.3151  -3.0779  -3.8998
O  0.6005  -1.5771  -2.3881
H  -4.2935  -2.1977  -5.8158
H  -2.4106  -3.4687  -6.8770
H  -0.1873  -3.5038  -5.6850
S  -1.0434  1.6670  -3.8174
C  0.5606  1.7819  -4.4590
C  0.8560  2.6323  -5.5515
C  2.1283  2.6569  -6.0759
C  3.1185  1.8376  -5.5236
C  2.7544  1.0460  -4.4511
N  1.5298  1.0148  -3.9212
H  0.0631  3.2469  -5.9560
H  2.3605  3.3048  -6.9149
H  4.1264  1.8220  -5.9180
H  3.4857  0.3951  -3.9745
C  1.4497  -3.7563  0.1191
N  2.3402  -3.5161  1.2411
C  3.3324  -4.5429  1.4864
C  3.9458  -4.3686  2.8583
C  4.4863  -2.9606  2.9679
N  3.4568  -1.9939  2.6436
C  3.7479  -0.6247  3.0108
C  2.4750  -2.2230  1.6895
O  1.7352  -1.3211  1.2999
H  0.9101  -4.6896  0.2911
H  1.9939  -3.8223  -0.8288
H  0.7405  -2.9435  0.0498
H  4.1159  -4.5238  0.7158
H  2.8347  -5.5105  1.4100
H  4.7465  -5.0935  3.0122
H  3.1821  -4.5290  3.6229
H  5.3577  -2.8395  2.3071
H  4.8277  -2.7589  3.9852
H  3.8430  -0.5429  4.0973
H  2.9440  0.0144  2.6729
H  4.6845  -0.2816  2.5542

Results
**Relative energy (zero: lowest compared OMol25 entry of this formula, charge and spin)**: 23.6 kcal per mole
**Maximum force**: 0.84 eV Å⁻¹
**Total charge**: -1


| no. | E_HOMO (hartree) |
| --- | --- |
| 1 | -0.4533 |
| 2 | -0.3544 |
| 3 | -0.1523 |